(1)
This record from the Open Molecules 2025 dataset describes a single C6H8N2O2S molecule. The level of theory is ωB97M-V with the def2-TZVPD basis set.

Last column: Mulliken charge in e.
Element x y z (Å)
C1 -1.172 -1.562 -0.487  -0.470
C2 -1.094 -0.738 -1.521  -0.552
C3 -0.521 -1.171 0.780  0.147
C4 -0.338 0.560 -1.484  -0.239
C5 -0.932 -0.105 1.459  -0.667
C6 0.706 0.603 -0.404  -0.360
N1 0.775 -1.702 0.955  -0.359
N2 1.020 1.746 0.140  0.842
O1 2.080 1.778 1.052  -0.437
O2 0.436 2.806 -0.010  -0.712
S1 1.771 -0.807 -0.200  -0.139
H1 -1.668 -2.518 -0.536  0.416
H2 -1.567 -0.976 -2.462  0.422
H3 0.154 0.703 -2.454  0.411
H4 -1.022 1.404 -1.345  0.341
H5 -1.898 0.331 1.281  0.330
H6 -0.394 0.263 2.320  0.264
H7 1.128 -1.527 1.894  0.377
H8 2.537 0.915 1.021  0.386

For the highest occupied orbital energy, the calculation gives -0.319 Eh. For the molecular weight, the calculation gives 172.21 g mol⁻¹. The calculation puts the LUMO energy at 0.215 eV. The gap between HOMO and LUMO comes out at 8.9 eV.

---

(2)
This record from the Open Molecules 2025 dataset describes a single C6H8N2O2S molecule. The level of theory is ωB97M-V with the def2-TZVPD basis set.

Last column: Mulliken charge in e.
Element x y z (Å)
C1 -1.480 -1.216 1.358  0.810
C2 -1.950 -2.088 0.272  -0.419
C3 -1.350 -1.918 -0.960  -0.533
C4 -0.445 -0.917 -1.229  -0.181
C5 -0.005 -0.014 -0.242  0.137
C6 -0.552 -0.249 1.068  -0.624
H1 -2.448 -2.329 2.720  0.251
H2 -1.600 -0.855 3.141  0.153
H3 -2.600 -3.031 0.620  0.075
H4 -1.523 -2.613 -1.874  0.231
H5 -0.077 -0.903 -2.271  0.229
H6 -0.214 0.345 1.809  0.443
H7 1.664 1.049 -2.637  0.274
H8 0.293 2.056 -2.407  0.286
N1 -2.030 -1.277 2.593  -0.506
N2 1.179 1.634 -1.947  -0.552
O1 2.582 0.544 -0.234  -0.627
O2 0.854 2.359 0.385  -0.626
S1 1.230 1.186 -0.402  1.180

For the highest occupied orbital energy, the calculation gives -0.315 Eh. For the molecular weight, the calculation gives 172.21 g mol⁻¹. As for the SMILES: Nc1cccc(S(N)(=O)=O)c1. The calculation puts the LUMO energy at 0.320 eV. The gap between HOMO and LUMO comes out at 8.9 eV.

---

Result of the stability comparison: (1) is the least stable of them.

---

(1)
This record from the Open Molecules 2025 dataset describes 17 unconnected molecules or ions with the total composition C12H58O23. The level of theory is ωB97M-V with the def2-TZVPD basis set.

Last column: Mulliken charge in e.
Element x y z (Å)
O1 0.026 2.826 -3.649  -0.637
H1 -0.577 2.894 -2.940  0.196
H2 0.772 2.441 -3.207  0.352
O2 2.332 1.886 2.767  -0.709
H3 1.928 1.909 1.838  0.424
H4 2.383 2.810 3.051  0.288
O3 -1.128 0.992 2.862  -0.681
H5 -0.644 0.158 2.728  0.335
H6 -0.535 1.567 3.378  0.242
O4 -1.068 -3.110 -1.797  -0.624
H7 -0.504 -3.878 -1.979  0.376
H8 -1.190 -3.057 -0.846  0.346
O5 -4.761 -1.498 -0.020  -0.610
H9 -4.210 -1.435 -0.808  0.382
H10 -5.683 -1.584 -0.318  0.265
O6 -2.873 5.750 -3.864  -0.620
H11 -3.087 6.676 -4.031  0.290
H12 -2.098 5.822 -3.331  0.300
O7 2.426 1.651 -0.023  -0.573
H13 3.254 1.132 0.199  0.290
H14 1.816 0.952 -0.337  0.257
O8 0.993 -1.853 -4.130  -0.561
H15 0.635 -2.708 -4.196  0.298
H16 1.020 -1.563 -5.078  0.255
O9 -3.534 -2.129 2.419  -0.659
H17 -3.096 -1.227 2.489  0.314
H18 -4.285 -1.889 1.771  0.339
O10 4.778 0.120 0.461  -0.646
H19 5.724 0.055 0.289  0.246
H20 4.564 -0.213 1.352  0.419
O11 0.968 -4.959 -2.946  -0.737
H21 1.506 -5.737 -3.143  0.273
H22 1.595 -4.231 -2.787  0.376
C1 1.263 5.024 -0.407  -0.548
C2 -0.083 5.294 -1.082  -0.567
O12 -0.866 4.142 -1.378  -0.054
O13 0.850 4.319 0.745  -0.445
H23 1.677 6.030 -0.089  0.334
H24 1.969 4.515 -1.027  0.287
H25 0.048 5.846 -2.037  0.393
H26 -0.660 5.933 -0.402  0.393
H27 -1.438 3.871 -0.624  -0.042
H28 1.038 3.368 0.548  0.111
C3 -3.116 4.791 1.415  -0.458
C4 -3.410 3.346 1.600  -0.428
O14 -2.340 2.609 0.950  -0.037
O15 -1.880 5.235 1.906  -0.561
H29 -3.921 5.451 1.832  0.404
H30 -3.139 4.968 0.334  0.224
H31 -4.386 3.206 1.097  0.277
H32 -3.670 2.972 2.571  0.398
H33 -1.912 2.019 1.598  0.145
H34 -1.228 4.566 1.632  0.325
C5 1.178 -1.540 3.334  -0.492
C6 2.598 -1.876 2.902  -0.071
O16 3.403 -0.717 2.565  -0.565
O17 0.376 -1.003 2.256  0.280
H35 1.179 -0.852 4.156  0.450
H36 0.733 -2.498 3.593  0.261
H37 2.753 -2.463 2.009  -0.179
H38 3.112 -2.480 3.640  0.357
H39 3.019 0.073 3.037  0.230
H40 0.051 -1.599 1.578  -0.093
C7 0.012 -5.228 1.780  -0.601
C8 -1.290 -4.484 2.006  -0.350
O18 -1.294 -3.395 1.065  -0.352
O19 1.184 -4.505 2.003  -0.484
H41 0.101 -5.619 0.754  0.286
H42 -0.002 -6.049 2.555  0.307
H43 -1.495 -4.070 3.061  0.262
H44 -2.108 -5.188 1.763  0.395
H45 -2.149 -2.936 1.188  0.153
H46 1.395 -4.064 1.192  0.149
C9 3.736 -3.030 -1.947  -0.891
C10 2.951 -2.314 -0.833  0.280
O20 1.754 -2.979 -0.503  0.259
O21 3.056 -3.165 -3.148  -0.639
H47 4.105 -3.993 -1.674  0.504
H48 4.605 -2.382 -2.021  0.332
H49 2.827 -1.282 -1.291  0.068
H50 3.671 -2.184 0.002  0.022
H51 0.904 -2.477 -0.692  -0.185
H52 2.537 -2.341 -3.397  0.344
C11 -1.253 0.537 -0.888  1.344
C12 -2.039 0.375 -2.158  -0.950
O22 -2.734 -0.919 -2.137  -0.631
O23 -0.197 -0.428 -0.832  0.143
H53 -1.813 0.464 0.013  -0.109
H54 -0.763 1.545 -0.969  -0.851
H55 -1.337 0.480 -3.078  0.299
H56 -2.771 1.111 -2.383  0.518
H57 -2.066 -1.603 -2.186  0.265
H58 -0.171 -1.001 -1.666  -0.021

For the highest occupied orbital energy, the calculation gives -0.363 Eh. For the molecular weight, the calculation gives 570.57 g mol⁻¹. The calculation puts the LUMO energy at 0.272 eV. The gap between HOMO and LUMO comes out at 10.2 eV.

---

(2)
This record from the Open Molecules 2025 dataset describes 17 unconnected molecules or ions with the total composition C12H58O23. The level of theory is ωB97M-V with the def2-TZVPD basis set.

Last column: Mulliken charge in e.
Element x y z (Å)
O1 1.311 1.151 -1.609  -0.198
H1 0.627 1.525 -1.054  0.140
H2 0.843 0.573 -2.211  0.143
O2 -3.575 -3.236 1.467  -0.643
H3 -3.104 -3.798 0.853  0.307
H4 -2.887 -2.759 1.932  0.443
O3 0.353 -2.422 1.962  -0.469
H5 1.078 -2.991 2.223  0.252
H6 0.603 -1.554 2.279  0.178
O4 -0.731 0.465 0.280  -0.312
H7 -0.737 -0.317 0.832  0.121
H8 -0.932 1.183 0.880  0.259
O5 -1.719 -5.120 0.585  -0.605
H9 -0.917 -4.748 0.219  0.269
H10 -1.419 -5.836 1.144  0.306
O6 -0.915 2.822 2.369  -0.663
H11 -1.205 2.544 3.238  0.150
H12 -1.619 3.387 2.051  0.372
O7 -3.812 4.573 -1.423  -0.604
H13 -4.227 4.970 -2.188  0.273
H14 -3.029 4.144 -1.770  0.290
O8 0.868 2.819 -4.150  -0.620
H15 0.616 3.739 -4.073  0.281
H16 1.558 2.704 -3.497  0.318
O9 0.208 -1.908 5.750  -0.663
H17 -0.375 -1.625 5.045  0.310
H18 0.557 -1.094 6.113  0.306
O10 -2.881 4.819 1.406  -0.657
H19 -3.838 4.841 1.413  0.280
H20 -2.645 4.939 0.486  0.320
O11 0.237 3.997 -0.009  -0.598
H21 1.178 3.904 -0.155  0.311
H22 0.075 3.538 0.815  0.379
C1 -0.331 -2.093 -2.497  -0.333
C2 -0.505 -2.666 -3.947  -0.336
O12 -0.315 -1.679 -4.937  -0.589
O13 0.983 -2.435 -1.985  -0.171
H23 -1.021 -2.656 -1.867  0.119
H24 -0.509 -1.019 -2.550  0.229
H25 -1.473 -3.148 -4.085  0.394
H26 0.259 -3.440 -4.014  0.232
H27 0.357 -1.794 -5.613  0.312
H28 1.025 -3.393 -2.035  0.215
C3 3.537 -0.244 -3.949  -0.368
C4 3.583 -1.763 -3.412  1.254
O14 4.868 -2.396 -3.508  -0.589
O15 3.830 0.561 -2.878  -0.435
H29 2.491 -0.191 -4.249  0.176
H30 4.217 -0.011 -4.768  0.503
H31 2.895 -2.391 -3.977  0.009
H32 3.344 -1.962 -2.367  -0.993
H33 5.433 -1.826 -4.034  0.298
H34 3.195 0.330 -2.196  0.121
C5 -2.621 0.250 4.476  -0.893
C6 -2.082 -0.435 3.248  0.068
O16 -0.730 -0.492 3.470  -0.093
O17 -2.379 1.582 4.559  -0.491
H35 -2.242 -0.314 5.328  0.359
H36 -3.685 0.143 4.685  0.502
H37 -2.338 0.221 2.416  0.285
H38 -2.715 -1.298 3.042  -0.182
H39 -0.459 0.284 3.967  0.203
H40 -2.731 1.942 5.377  0.271
C7 2.793 0.872 1.288  0.460
C8 4.128 1.452 0.809  -0.743
O18 5.204 0.496 0.669  -0.434
O19 2.953 0.370 2.587  -0.570
H41 2.384 0.025 0.738  -0.116
H42 2.053 1.669 1.211  0.062
H43 4.349 2.188 1.582  0.422
H44 3.943 1.888 -0.173  0.359
H45 6.065 0.905 0.553  0.246
H46 3.846 0.022 2.538  0.345
C9 -7.127 3.482 -0.256  -0.494
C10 -6.181 2.277 -0.329  0.057
O20 -6.481 1.345 -1.330  -0.551
O21 -6.921 4.570 0.637  -0.498
H47 -8.053 2.934 -0.081  0.278
H48 -7.308 3.901 -1.245  0.302
H49 -5.971 1.780 0.618  0.262
H50 -5.218 2.699 -0.619  0.002
H51 -5.658 1.142 -1.779  0.348
H52 -7.301 5.323 0.178  0.332
C11 3.939 -2.889 0.515  0.688
C12 5.250 -3.062 -0.231  -0.732
O22 5.229 -3.923 -1.301  -0.612
O23 3.440 -4.028 1.131  -0.602
H53 3.195 -2.550 -0.206  -0.315
H54 4.210 -2.167 1.286  0.083
H55 6.036 -3.479 0.398  0.418
H56 5.545 -2.037 -0.457  0.267
H57 4.952 -3.426 -2.075  0.341
H58 3.274 -4.675 0.441  0.339

For the highest occupied orbital energy, the calculation gives -0.341 Eh. For the molecular weight, the calculation gives 570.57 g mol⁻¹. The calculation puts the LUMO energy at 0.019 eV. The gap between HOMO and LUMO comes out at 9.3 eV.

---

Result of the stability comparison: (2) is the least stable of them.